The following is a DFT calculation (ωB97M-V/def2-TZVPD) of a single CH4INS molecule at a distorted geometry.

Computed properties:
Energy above the lowest of the compared OMol25 structures with the same formula, charge and spin ... 0.653 eV
HOMO level ... -8.294 eV
Kohn-Sham gap ... 8.284 eV
E_LUMO ... -0.010 eV
F_max ... 2.1 eV Å⁻¹
Structure (SMILES) ... NCSI
Electronic energy ... -21526.720 eV

The geometry in XYZ format:
```
8
Properties=species:S:1:pos:R:3:forces:R:3
C 0.237610 0.624517 0.098776 1.71 -0.80 0.39
N -0.331492 -0.638503 -0.153858 0.56 0.69 -0.19
S 1.598809 1.940261 -1.016210 -1.37 -1.45 0.48
I 3.563778 0.667420 -1.076722 0.29 -0.24 -0.01
H 0.885760 0.347924 0.937944 0.24 1.00 -0.27
H -0.964282 -1.003603 -0.845998 -0.11 1.01 -0.41
H -0.293082 1.508319 0.327660 -1.46 0.29 0.03
H 0.326207 -1.342421 0.106556 0.13 -0.49 -0.02
```
Positions in Å, forces in eV/Å.


The following is a DFT calculation (ωB97M-V/def2-TZVPD) of a molecular structure, C47H34BCo2F6O7PS at a distorted geometry.

Computed properties:
Energy above the lowest of the compared OMol25 structures with the same formula, charge and spin ... 0.001 eV
HOMO level ... -6.169 eV
Kohn-Sham gap ... 2.693 eV
E_LUMO ... -3.476 eV
F_max ... 6.2 eV Å⁻¹
Electronic energy ... -175979.638 eV

The geometry in XYZ format:
```
99
Properties=species:S:1:pos:R:3:forces:R:3
C 7.140971 -4.297318 -4.567187 0.13 -0.23 -0.02
C 6.425038 -3.100806 -4.057274 -0.08 1.41 0.25
C 6.835106 -1.779847 -4.128866 -0.68 -0.70 0.19
C 5.864576 -0.842005 -3.605313 -0.03 -1.54 -0.29
C 4.717084 -1.469698 -3.171542 0.60 0.49 0.22
B 3.321804 -0.791226 -2.642895 1.48 -1.00 -3.42
C 2.464949 -0.494224 -4.022686 0.51 -0.18 1.80
C 1.529243 -1.413436 -4.456608 -0.41 0.20 -0.77
C 0.715670 -1.081120 -5.538247 0.01 -0.36 -0.01
C -0.346552 -2.046370 -5.969473 0.06 -0.13 -0.14
F -0.735006 -1.855824 -7.261591 0.03 -0.30 0.85
F 0.057089 -3.348489 -5.849402 -0.56 0.93 -0.12
F -1.470196 -1.904002 -5.186156 0.44 -0.35 -0.55
C 0.841870 0.141429 -6.184339 0.00 0.05 -0.04
C 1.811112 1.029272 -5.740788 0.23 0.25 -0.05
C 2.020516 2.359526 -6.403837 0.18 0.06 -0.05
F 1.816671 3.384285 -5.513164 0.20 -0.46 -0.81
F 3.306240 2.487054 -6.868531 -1.07 0.16 0.30
F 1.185381 2.563803 -7.458085 0.54 0.11 0.56
C 2.627886 0.718526 -4.656062 -0.41 0.14 -0.76
O 2.654560 -1.791943 -1.855237 -0.84 0.63 1.34
C 2.622620 -1.233956 -0.562978 -0.07 -0.50 0.22
C 3.189702 0.205950 -0.641221 0.27 0.41 0.09
O 3.628720 0.436341 -1.962448 -0.81 -0.01 1.29
S 4.860789 -3.201720 -3.287525 0.58 0.78 -0.58
H 8.131903 -3.983462 -4.916472 -0.14 -0.23 0.04
H 7.259819 -5.046772 -3.770200 0.05 0.06 -0.33
H 6.597198 -4.752600 -5.410520 0.23 0.02 0.26
H 7.782806 -1.491007 -4.573663 -0.04 -0.06 0.06
H 6.027460 0.227098 -3.593286 -0.17 0.01 0.04
H 1.446446 -2.388737 -3.979093 0.00 0.25 0.03
H 0.209089 0.384683 -7.025330 0.01 0.03 -0.01
H 3.396035 1.415493 -4.324721 -0.21 -0.10 0.04
H 1.582593 -1.230633 -0.202641 0.05 -0.01 0.19
H 3.234283 -1.866420 0.101970 -0.16 0.19 0.13
H 2.412705 0.945795 -0.380705 0.16 -0.07 0.04
H 4.046445 0.326793 0.041622 -0.28 0.05 0.08
O 1.081649 4.335106 1.921073 -1.57 -2.28 -0.79
C 0.404887 3.405530 1.802950 2.76 3.85 1.49
Co -0.682878 2.080197 1.927667 0.13 -0.14 -2.51
C -1.464326 2.635987 0.434949 -1.08 0.12 -5.00
O -1.857455 3.044620 -0.577879 0.82 -0.85 3.07
C 0.693786 1.023265 1.966108 4.57 -4.17 -0.73
O 1.684959 0.403157 2.019483 -3.56 2.73 0.04
C -1.094247 1.842613 3.646874 -0.37 2.19 2.88
C -1.824272 2.921194 3.044418 0.52 1.41 2.72
C -2.096204 4.240259 3.318558 -0.53 -0.13 0.48
C -2.677040 5.150091 2.375744 -0.27 0.88 -0.16
C -2.435224 6.552515 2.481187 -0.12 -0.73 -0.06
C -2.825718 7.402014 1.455439 -0.05 -0.07 0.11
C -3.515501 6.896658 0.344844 0.19 -0.28 0.23
C -3.875940 5.546015 0.301502 -0.07 -0.05 0.10
C -3.493019 4.684786 1.320338 -0.01 0.01 0.26
Co -2.649397 1.233175 3.001255 -0.75 -1.30 -1.14
C -3.941811 1.243322 1.829441 -4.11 -1.06 -2.89
O -4.864973 1.110013 1.124927 2.78 0.73 1.92
C -3.535356 0.914223 4.479894 -2.14 -1.12 3.06
O -4.160702 0.591586 5.406647 1.79 1.02 -2.49
P -2.043521 -0.815872 2.739990 0.29 -1.63 0.01
C -1.685155 -1.376843 1.041923 -0.23 0.24 -0.01
C -1.243519 -2.687276 0.812822 0.01 0.02 -0.29
C -0.919483 -3.085846 -0.485603 -0.13 0.09 0.18
C -1.042891 -2.188416 -1.552215 0.06 -0.03 0.03
C -1.526738 -0.901718 -1.328920 -0.17 -0.09 0.06
C -1.885339 -0.515630 -0.038469 0.17 0.09 -0.11
C -0.590847 -1.214392 3.773965 0.07 0.21 -0.10
C 0.572301 -1.764852 3.239841 -0.16 -0.29 0.31
C 1.716825 -1.863328 4.027502 0.00 -0.14 0.25
C 1.695123 -1.436478 5.356634 0.02 0.00 -0.20
C 0.515754 -0.928459 5.909062 -0.39 -0.08 -0.17
C -0.636817 -0.837578 5.123565 0.52 0.15 0.07
C -3.232106 -2.085754 3.322796 -0.32 -0.01 -0.03
C -2.928119 -2.995872 4.343908 -0.23 0.12 0.02
C -3.917285 -3.851004 4.836798 -0.07 0.07 -0.28
C -5.196435 -3.839634 4.274686 0.18 0.11 -0.03
C -5.485955 -2.974554 3.213509 0.24 0.05 -0.08
C -4.503963 -2.106802 2.729010 -0.09 -0.12 0.40
H -0.697878 1.748693 4.637419 0.73 0.00 0.03
H -1.842865 4.607673 4.323964 -0.17 0.11 -0.30
H -1.944386 6.917396 3.383777 0.07 0.04 -0.36
H -2.608262 8.464842 1.524736 -0.04 -0.20 -0.04
H -3.793659 7.557803 -0.474232 0.03 -0.13 0.23
H -4.467819 5.155300 -0.523168 0.06 0.16 0.16
H -3.888557 3.663224 1.399079 0.39 0.53 -0.37
H -1.149398 -3.381035 1.651786 -0.03 0.12 -0.32
H -0.569878 -4.102175 -0.663142 -0.04 0.28 0.02
H -0.774335 -2.495844 -2.563846 -0.02 0.09 0.32
H -1.642290 -0.196513 -2.153628 0.03 -0.28 0.17
H -2.317469 0.475181 0.127309 0.31 -0.58 -0.12
H 0.574920 -2.139141 2.217797 0.24 0.34 0.23
H 2.626631 -2.267501 3.582311 -0.22 0.10 0.20
H 2.599933 -1.500607 5.963893 -0.28 0.03 -0.19
H 0.479270 -0.588634 6.944709 0.08 -0.18 -0.25
H -1.562809 -0.438329 5.549126 0.38 -0.13 -0.09
H -1.923319 -3.036058 4.763137 -0.33 0.04 -0.04
H -3.676466 -4.523735 5.660329 -0.10 0.12 -0.27
H -5.963725 -4.516555 4.652940 0.20 0.23 -0.09
H -6.476667 -2.968742 2.758095 0.27 -0.06 0.13
H -4.726642 -1.435694 1.895880 -0.01 -0.22 0.25
```
Positions in Å, forces in eV/Å.


The following is a DFT calculation (ωB97M-V/def2-TZVPD) of a single C5H6BrF molecule at a distorted geometry.

Computed properties:
Energy above the lowest of the compared OMol25 structures with the same formula, charge and spin ... 2.536 eV
HOMO level (spin up / spin down) ... -7.746 / -7.742 eV
Kohn-Sham gap (spin up / spin down) ... 8.509 / 7.472 eV
E_LUMO (spin up / spin down) ... 0.763 / -0.269 eV
F_max ... 7.0 eV Å⁻¹
Structure (SMILES) ... C=C/C(Br)=C(/C)F
Electronic energy ... -78037.852 eV

The geometry in XYZ format:
```
13
Properties=species:S:1:pos:R:3:forces:R:3
C 2.621417 -0.788648 0.809852 0.36 -0.10 0.06
C 1.275399 -0.761024 0.795815 -0.12 0.12 0.02
C 0.529101 0.076020 -0.029634 -6.84 0.08 -0.35
C -1.346587 0.023482 -0.035337 6.93 -0.27 0.45
C -2.201795 0.838809 -0.886931 -0.34 -0.01 -0.11
F -1.838799 -0.688839 0.970950 -0.19 0.09 -0.11
Br 1.176106 1.155124 -1.392864 0.23 0.03 -0.01
H 3.159964 -1.425558 1.486875 0.06 -0.16 0.15
H 3.203166 -0.166616 0.150153 0.06 0.08 -0.11
H 0.704904 -1.384036 1.472361 -0.07 -0.02 0.04
H -2.545664 0.256454 -1.748016 -0.09 0.05 -0.06
H -1.656748 1.700912 -1.266233 0.01 0.01 0.05
H -3.080465 1.163919 -0.326993 -0.01 0.09 -0.01
```
Positions in Å, forces in eV/Å.